Here is C3H3N3 in the gas phase in a non-equilibrium geometry from the OMol25 dataset. Energies are from ωB97M-V/def2-TZVPD.

Summary:
Structure (SMILES) ... N#CC(N)C#N
Highest occupied orbital energy ... -11.3 eV
Total energy ... -280.34737 Ha

Each line ends with the natural charge from an NBO analysis.
Cartesian coordinates (Å):
N 0.669 -0.736 -2.338  -0.27
N -2.578 0.113 0.419  -0.26
N 0.734 0.710 0.830  -0.78
C 0.331 -0.581 -1.244  0.25
C -1.452 -0.118 0.322  0.27
C -0.002 -0.367 0.190  -0.23
H 1.712 0.673 0.562  0.38
H 0.221 -1.307 0.712  0.27
H 0.365 1.612 0.547  0.38

Here is 5 unconnected molecules or ions with the total composition C19H47NO13P2 in a non-equilibrium geometry from the OMol25 dataset. Energies are from ωB97M-V/def2-TZVPD.

Summary:
Highest occupied orbital energy ... -5.0 eV
Total energy ... -2467.73101 Ha

Each line ends with the Löwdin charge.
Cartesian coordinates (Å):
P 17.453 -22.435 -6.664  0.55
P 13.646 -21.009 -9.920  0.50
O 20.084 -22.132 -10.610  0.08
O 12.210 -21.777 -9.813  -0.22
O 17.517 -21.879 -8.032  -0.21
O 17.989 -23.999 -6.496  -0.23
O 21.127 -23.408 -9.044  0.04
O 21.680 -21.253 -9.133  0.00
O 14.840 -21.939 -10.073  -0.23
O 15.967 -22.458 -5.899  -0.27
O 18.245 -21.545 -5.611  -0.23
O 13.697 -20.123 -8.580  -0.20
O 17.506 -24.876 -11.360  -0.30
O 13.440 -19.939 -11.072  -0.20
O 17.379 -22.268 -10.548  0.20
N 16.495 -25.099 -12.358  -0.17
C 15.068 -26.316 -14.629  -0.19
C 13.768 -20.694 -7.324  -0.13
C 15.641 -23.153 -4.696  -0.09
C 21.491 -19.921 -9.655  -0.05
C 17.889 -20.220 -5.238  -0.07
C 15.680 -24.896 -14.766  -0.12
C 14.499 -26.422 -13.245  -0.18
C 15.657 -26.348 -12.178  -0.45
C 21.579 -25.495 -9.971  -0.07
C 16.842 -24.585 -13.727  -0.48
C 18.131 -25.187 -14.340  -0.04
C 11.917 -22.838 -10.736  -0.10
C 20.547 -24.618 -9.431  -0.25
C 14.828 -26.305 -10.858  -0.06
C 17.300 -25.033 -7.172  -0.10
C 16.934 -23.063 -13.650  -0.06
C 12.283 -19.060 -11.180  -0.06
C 16.519 -27.710 -12.226  -0.03
C 20.910 -22.259 -9.680  -0.49
H 16.834 -27.990 -13.231  0.05
H 14.149 -25.454 -10.900  0.06
H 13.787 -25.627 -13.022  0.10
H 10.842 -22.831 -10.916  0.09
H 21.846 -25.235 -10.996  0.09
H 16.576 -24.832 -7.962  0.09
H 21.155 -26.489 -10.113  0.09
H 21.745 -19.856 -10.713  0.09
H 17.830 -22.642 -13.195  0.08
H 14.896 -24.151 -14.636  0.10
H 19.030 -25.183 -13.724  0.07
H 14.300 -26.522 -15.375  0.10
H 17.914 -26.242 -14.504  0.06
H 14.679 -20.329 -6.850  0.07
H 12.438 -22.827 -11.693  0.09
H 17.429 -27.514 -11.659  0.06
H 15.667 -22.400 -3.909  0.09
H 16.100 -24.761 -15.762  0.10
H 12.030 -18.621 -10.214  0.09
H 14.654 -23.608 -4.787  0.09
H 12.544 -18.192 -11.786  0.09
H 12.972 -20.318 -6.681  0.10
H 14.288 -27.244 -10.732  0.07
H 22.479 -25.604 -9.366  0.09
H 18.722 -19.561 -5.484  0.10
H 16.456 -22.084 -10.360  0.04
H 18.378 -24.758 -15.312  0.07
H 20.089 -25.038 -8.536  0.12
H 16.311 -23.958 -4.395  0.09
H 16.118 -22.638 -13.066  0.07
H 19.708 -24.483 -10.114  0.11
H 15.626 -26.208 -10.122  0.06
H 13.806 -21.783 -7.315  0.09
H 17.959 -22.337 -9.786  0.07
H 13.893 -27.310 -13.066  0.11
H 12.168 -23.835 -10.375  0.08
H 15.974 -28.534 -11.764  0.06
H 17.982 -25.755 -7.620  0.09
H 17.361 -23.102 -11.023  0.05
H 22.056 -19.101 -9.210  0.09
H 16.732 -22.604 -14.618  0.08
H 16.977 -20.056 -5.812  0.07
H 15.739 -27.161 -14.781  0.09
H 20.482 -19.527 -9.535  0.09
H 17.666 -20.203 -4.172  0.09
H 11.400 -19.524 -11.618  0.09
H 16.782 -25.421 -6.294  0.08

Here is 3 unconnected molecules or ions with the total composition C4H14O2S in a non-equilibrium geometry from the OMol25 dataset. Energies are from ωB97M-V/def2-TZVPD.

Summary:
Structure (SMILES) ... CCCCS.O.O
Highest occupied orbital energy ... -8.9 eV
Total energy ... -709.42737 Ha

Each line ends with the natural charge from an NBO analysis.
Cartesian coordinates (Å):
S 1.438 3.686 0.625  -0.04
O 2.866 -3.195 0.354  -0.93
O -0.421 -4.125 2.861  -0.92
C 0.055 1.538 -0.448  -0.41
C -1.292 0.802 -0.620  -0.41
C -1.444 0.528 -2.113  -0.61
C 0.165 2.378 0.847  -0.51
H -2.243 -0.168 -2.356  0.21
H -0.665 -4.297 1.943  0.47
H -1.264 -0.256 -0.286  0.20
H -0.858 2.729 0.997  0.20
H -1.720 1.387 -2.736  0.20
H 3.427 -3.963 0.506  0.47
H 0.513 -3.935 2.792  0.46
H 0.353 1.901 1.816  0.22
H -2.168 1.200 -0.124  0.21
H 0.817 4.020 -0.524  0.11
H 2.076 -3.399 0.859  0.46
H 0.842 0.802 -0.563  0.22
H 0.031 2.262 -1.290  0.19
H -0.509 0.103 -2.539  0.21

- Which of these has the lowest total energy?
  C19H47NO13P2

Copy entry 3 word for word.
Here is 3 unconnected molecules or ions with the total composition C4H14O2S in a non-equilibrium geometry from the OMol25 dataset. Energies are from ωB97M-V/def2-TZVPD.

Summary:
Structure (SMILES) ... CCCCS.O.O
Highest occupied orbital energy ... -8.9 eV
Total energy ... -709.42737 Ha

Each line ends with the natural charge from an NBO analysis.
Cartesian coordinates (Å):
S 1.438 3.686 0.625  -0.04
O 2.866 -3.195 0.354  -0.93
O -0.421 -4.125 2.861  -0.92
C 0.055 1.538 -0.448  -0.41
C -1.292 0.802 -0.620  -0.41
C -1.444 0.528 -2.113  -0.61
C 0.165 2.378 0.847  -0.51
H -2.243 -0.168 -2.356  0.21
H -0.665 -4.297 1.943  0.47
H -1.264 -0.256 -0.286  0.20
H -0.858 2.729 0.997  0.20
H -1.720 1.387 -2.736  0.20
H 3.427 -3.963 0.506  0.47
H 0.513 -3.935 2.792  0.46
H 0.353 1.901 1.816  0.22
H -2.168 1.200 -0.124  0.21
H 0.817 4.020 -0.524  0.11
H 2.076 -3.399 0.859  0.46
H 0.842 0.802 -0.563  0.22
H 0.031 2.262 -1.290  0.19
H -0.509 0.103 -2.539  0.21

- Which formula does entry 1 have?
  C3H3N3